{
  "formula": "C34H29F6MoN3O14S2Te",
  "method": "ωB97M-V/def2-TZVPD",
  "de_lowest_kcal_mol": 9.59,
  "spin_multiplicity": 4,
  "s_squared": 3.766,
  "e_tot_ha": -4262.46943,
  "homo_energy_ev": [-5.1, -5.8],
  "charge": -1,
  "species": ["Mo", "O", "C", "C", "O", "C", "C", "O", "C", "O", "O", "F", "C", "F", "F", "S", "O", "O", "N", "S", "O", "O", "C", "F", "F", "F", "O", "C", "C", "C", "C", "C", "C", "C", "O", "N", "O", "O", "H", "H", "H", "H", "C", "C", "O", "N", "Te", "C", "C", "C", "C", "C", "C", "C", "C", "C", "C", "C", "C", "C", "C", "C", "C", "C", "C", "H", "H", "H", "H", "H", "H", "H", "H", "H", "H", "H", "H", "H", "H", "H", "H", "H", "H", "H", "H", "H", "H", "H", "H", "H"],
  "coordinates": [[-0.19, 0.49, 0.02], [1.46, -0.10, 6.02], [1.21, 0.12, 4.87], [-0.03, 0.87, 4.33], [-0.85, 1.45, 4.99], [0.08, 0.72, 2.88], [1.24, 0.08, 2.51], [1.45, -0.08, 1.23], [2.06, -0.30, 3.65], [3.16, -0.80, 3.69], [-0.70, 1.11, 1.92], [-2.21, -5.45, 1.73], [-1.52, -4.43, 2.24], [-1.87, -4.27, 3.52], [-0.22, -4.74, 2.19], [-1.88, -2.87, 1.34], [-1.03, -1.88, 1.94], [-3.30, -2.74, 1.42], [-1.43, -3.34, -0.11], [-0.48, -2.70, -1.13], [0.35, -1.59, -0.64], [-1.06, -2.53, -2.42], [0.80, -4.01, -1.30], [0.23, -5.18, -1.61], [1.66, -3.69, -2.29], [1.50, -4.15, -0.18], [-1.05, 2.38, -0.27], [-2.22, 2.64, -0.58], [-3.29, 1.73, -0.82], [-4.50, 2.28, -1.29], [-5.53, 1.45, -1.60], [-5.42, 0.05, -1.47], [-4.26, -0.50, -1.02], [-3.15, 0.32, -0.66], [-2.09, -0.23, -0.20], [-6.79, 2.03, -2.09], [-7.70, 1.26, -2.34], [-6.86, 3.24, -2.19], [-2.46, 3.71, -0.71], [-4.61, 3.35, -1.40], [-6.26, -0.57, -1.74], [-4.14, -1.57, -0.90], [1.49, 0.77, -3.60], [0.81, 0.85, -2.26], [-0.44, 0.59, -2.18], [1.42, 1.13, -1.13], [3.51, 0.12, -0.82], [5.17, -0.66, 0.33], [5.73, -1.85, -0.16], [5.14, -2.64, -1.30], [6.90, -2.32, 0.42], [7.50, -1.67, 1.49], [8.75, -2.22, 2.13], [6.89, -0.53, 1.99], [5.72, -0.02, 1.44], [5.11, 1.18, 2.09], [4.40, 2.02, -0.98], [5.55, 2.11, -1.76], [6.17, 0.93, -2.47], [6.18, 3.35, -1.90], [5.69, 4.49, -1.28], [6.39, 5.81, -1.42], [4.55, 4.37, -0.51], [3.88, 3.16, -0.34], [2.65, 3.18, 0.53], [0.78, 1.02, -4.38], [1.82, -0.26, -3.76], [2.36, 1.42, -3.64], [4.06, -2.77, -1.20], [5.59, -3.63, -1.34], [5.31, -2.15, -2.27], [7.35, -3.24, 0.03], [9.37, -2.75, 1.40], [8.50, -2.93, 2.92], [9.35, -1.43, 2.57], [7.32, -0.04, 2.85], [5.24, 1.12, 3.17], [4.04, 1.24, 1.91], [5.57, 2.10, 1.73], [5.43, 0.38, -3.06], [6.60, 0.23, -1.76], [6.96, 1.27, -3.14], [7.08, 3.41, -2.51], [7.19, 5.75, -2.15], [6.83, 6.12, -0.47], [5.70, 6.59, -1.73], [4.15, 5.24, 0.00], [2.80, 3.89, 1.34], [2.41, 2.21, 0.96], [1.77, 3.49, -0.05]]
}


{
  "formula": "C34H30BCl8",
  "method": "ωB97M-V/def2-TZVPD",
  "e_tot_ha": -5019.60365,
  "homo_energy_ev": -3.8,
  "charge": -1,
  "species": ["C", "C", "B", "C", "C", "C", "C", "C", "C", "C", "C", "H", "H", "H", "H", "H", "H", "H", "H", "H", "H", "H", "H", "H", "H", "Cl", "C", "C", "Cl", "C", "C", "C", "C", "H", "H", "H", "H", "Cl", "C", "C", "Cl", "C", "C", "C", "C", "H", "H", "H", "H", "Cl", "C", "C", "Cl", "C", "C", "C", "C", "H", "H", "H", "H", "Cl", "C", "C", "Cl", "C", "C", "C", "C", "H", "H", "H", "H"],
  "coordinates": [[-0.68, -1.48, 0.45], [0.71, -1.43, -0.10], [1.47, 0.02, -0.24], [0.63, 1.12, -1.17], [0.44, 2.46, -0.19], [-1.04, 2.97, 0.34], [-1.10, 4.28, 1.35], [0.33, 5.04, 1.74], [0.33, 6.35, 2.75], [1.80, 4.56, 1.18], [1.87, 3.23, 0.21], [-1.04, -2.43, 1.07], [-1.44, -0.59, 0.37], [1.20, -2.48, -0.38], [2.60, -0.11, -0.62], [1.58, 0.47, 0.87], [-0.40, 0.71, -1.56], [1.30, 1.45, -2.09], [-2.00, 2.37, -0.02], [-2.12, 4.69, 1.78], [-0.17, 6.14, 3.80], [1.44, 6.76, 2.84], [-0.36, 7.17, 2.23], [2.83, 5.09, 1.41], [2.90, 2.84, -0.19], [-4.15, 2.68, 0.23], [-4.60, 1.37, -0.80], [-3.80, 0.96, -1.88], [-2.30, 1.72, -2.26], [-4.22, -0.10, -2.69], [-5.42, -0.76, -2.42], [-6.21, -0.35, -1.34], [-5.80, 0.71, -0.54], [-3.61, -0.43, -3.53], [-5.75, -1.58, -3.05], [-7.15, -0.86, -1.13], [-6.42, 1.02, 0.30], [4.38, 7.94, 4.73], [4.99, 7.98, 3.12], [5.07, 6.83, 2.32], [4.56, 5.28, 2.87], [5.58, 6.93, 1.02], [6.00, 8.16, 0.52], [5.92, 9.30, 1.31], [5.41, 9.21, 2.61], [5.65, 6.04, 0.39], [6.40, 8.23, -0.49], [6.25, 10.26, 0.92], [5.35, 10.11, 3.22], [3.38, -3.90, -0.41], [2.75, -5.21, 0.53], [1.82, -6.11, 0.02], [1.21, -6.01, -1.60], [1.34, -7.15, 0.82], [1.80, -7.29, 2.14], [2.74, -6.39, 2.64], [3.21, -5.35, 1.84], [0.61, -7.86, 0.44], [1.42, -8.09, 2.76], [3.10, -6.50, 3.66], [3.94, -4.65, 2.24], [-5.81, -4.92, -2.50], [-4.62, -6.15, -2.70], [-3.28, -5.98, -2.31], [-2.71, -4.52, -1.58], [-2.37, -7.02, -2.50], [-2.77, -8.22, -3.08], [-4.10, -8.39, -3.47], [-5.02, -7.36, -3.28], [-1.33, -6.89, -2.20], [-2.06, -9.02, -3.23], [-4.42, -9.33, -3.91], [-6.06, -7.50, -3.58]]
}


{
  "formula": "C34H30BMoN13O3S2",
  "method": "ωB97M-V/def2-TZVPD",
  "de_lowest_kcal_mol": 0.00,
  "spin_multiplicity": 3,
  "s_squared": 2.021,
  "e_tot_ha": -3140.22116,
  "homo_energy_ev": [-13.0, -12.7],
  "charge": 2,
  "species": ["Mo", "C", "C", "N", "N", "C", "B", "N", "C", "C", "C", "N", "N", "C", "C", "C", "N", "H", "H", "H", "H", "H", "H", "H", "H", "H", "H", "C", "N", "C", "C", "N", "C", "S", "C", "C", "C", "C", "C", "N", "H", "H", "H", "H", "H", "H", "H", "H", "H", "N", "C", "C", "C", "C", "C", "C", "C", "H", "H", "H", "H", "H", "O", "S", "O", "O", "C", "N", "C", "C", "C", "N", "C", "C", "C", "N", "C", "C", "H", "H", "H", "H", "H", "H"],
  "coordinates": [[1.41, 0.29, -0.89], [5.18, -0.55, -2.92], [3.95, -0.97, -2.44], [3.22, 0.10, -2.06], [3.98, 1.19, -2.30], [5.15, 0.83, -2.83], [3.34, 2.59, -2.20], [2.01, 2.50, -2.97], [1.59, 3.30, -3.95], [0.27, 2.99, -4.24], [-0.04, 1.97, -3.36], [1.01, 1.66, -2.58], [3.02, 2.92, -0.73], [3.39, 3.97, 0.00], [2.80, 3.88, 1.25], [2.05, 2.71, 1.19], [2.18, 2.13, -0.02], [5.97, -1.17, -3.31], [3.55, -1.96, -2.34], [5.87, 1.58, -3.12], [4.05, 3.42, -2.66], [2.26, 4.03, -4.38], [-0.36, 3.43, -4.99], [-0.98, 1.45, -3.29], [4.06, 4.71, -0.41], [2.89, 4.56, 2.07], [1.44, 2.26, 1.95], [-1.25, -4.11, -0.96], [-0.13, -3.78, -0.07], [0.12, -4.36, 1.15], [1.24, -3.80, 1.65], [1.66, -2.86, 0.71], [0.81, -2.87, -0.35], [0.96, -1.97, -1.79], [2.89, -2.15, 0.81], [3.98, -2.84, 1.33], [5.16, -2.15, 1.56], [5.20, -0.80, 1.26], [4.09, -0.21, 0.70], [2.94, -0.86, 0.46], [-1.80, -4.94, -0.52], [-0.88, -4.39, -1.94], [-1.91, -3.24, -1.05], [-0.52, -5.13, 1.56], [1.76, -3.95, 2.57], [3.89, -3.90, 1.53], [6.02, -2.67, 1.96], [6.09, -0.21, 1.43], [4.11, 0.83, 0.41], [0.57, 0.01, 1.13], [0.09, -0.15, 2.16], [-0.52, -0.25, 3.45], [-0.61, -1.48, 4.10], [-1.21, -1.55, 5.34], [-1.72, -0.39, 5.93], [-1.63, 0.83, 5.28], [-1.03, 0.92, 4.04], [-0.22, -2.37, 3.62], [-1.28, -2.49, 5.85], [-2.18, -0.45, 6.90], [-2.03, 1.72, 5.75], [-0.96, 1.87, 3.53], [-6.93, -2.31, -2.45], [-7.76, -1.77, -1.39], [-9.11, -1.49, -1.79], [-7.66, -2.56, -0.17], [-7.00, -0.20, -0.94], [-7.78, 0.75, -0.44], [-7.17, 1.86, -0.06], [-5.79, 2.02, -0.15], [-5.08, 0.96, -0.68], [-5.69, -0.15, -1.08], [-3.60, 0.91, -0.82], [-2.73, 1.76, -0.14], [-1.37, 1.54, -0.24], [-0.83, 0.56, -0.98], [-1.67, -0.19, -1.71], [-3.04, -0.05, -1.65], [-7.80, 2.65, 0.34], [-5.32, 2.95, 0.17], [-3.08, 2.56, 0.49], [-0.67, 2.18, 0.29], [-1.23, -0.93, -2.36], [-3.68, -0.70, -2.23]]
}